# 1
The following is a quantum chemistry calculation of a molecular structure, ClO4Sr3, from the Open Molecules 2025 dataset.

## Properties
charge: +5
HOMO energy: -27.03 eV
HOMO-LUMO gap: 6.4 eV

Last column: natural (NBO) charge in e.
Element x y z (Å)
1 Cl -4.14769 -1.49707 3.87167  2.571
2 Sr -1.17565 -0.83183 6.82202  1.981
3 O -5.21736 -0.65710 3.76856  -0.875
4 O -3.47864 -1.69681 2.59245  -0.615
5 O -3.24325 -0.69087 4.81341  -1.051
6 Sr -3.95771 -4.27468 6.68180  1.982
7 O -4.49802 -2.69523 4.43344  -0.981
8 Sr -7.05569 -0.28635 6.04320  1.987

---

# 2
The following is a quantum chemistry calculation of a molecular structure, ClZn, from the Open Molecules 2025 dataset.

## Properties
charge: +1
HOMO energy: -16.72 eV
HOMO-LUMO gap: 7.2 eV

Last column: natural (NBO) charge in e.
Element x y z (Å)
1 Cl -0.94652 0.56036 0.38687  -0.447
2 Zn 0.94652 -0.56036 -0.38687  1.447

---

# 3
The following is a quantum chemistry calculation of a molecular structure, Cr2H24O16P, from the Open Molecules 2025 dataset.

## Properties
charge: +1
expectation value of S²: 20.205
HOMO energy (spin up / spin down): -11.97 / -12.65 eV
HOMO-LUMO gap (spin up / spin down): 6.6 / 6.7 eV
multiplicity: 9

Last column: natural (NBO) charge in e.
Element x y z (Å)
1 H -1.07871 1.77476 2.96256  0.484
2 H 0.88290 0.12533 -2.33314  0.453
3 O 2.56716 1.99709 -1.34108  -0.970
4 H -4.32204 -2.31103 0.17373  0.521
5 H -0.09540 1.15082 1.87810  0.480
6 H -0.01360 3.41061 0.76595  0.541
7 Cr -0.89308 1.06347 -0.39473  1.201
8 O 0.23609 0.10668 0.84453  -1.085
9 P 0.47420 -0.98937 -0.18175  1.787
10 H 3.13770 -0.44524 0.72756  0.471
11 H 0.09825 -2.60350 2.98568  0.510
12 H 2.12330 -1.02553 3.07062  0.495
13 O -0.31669 2.01147 2.38548  -0.982
14 O 0.80388 0.31903 -0.83515  -1.127
15 O -1.64724 2.04189 -2.16140  -0.922
16 H -1.12427 -0.47122 -2.71958  0.457
17 H -1.00216 -0.95202 -4.21724  0.523
18 O -0.67542 -2.98940 2.46931  -0.988
19 H -1.76318 -0.80385 1.12832  0.438
20 H -3.22693 -0.82639 1.70363  0.469
21 H 0.75374 -0.58296 -3.73243  0.426
22 O 2.45897 1.29260 1.22829  -0.978
23 O 1.13762 -0.97013 3.09586  -0.971
24 H -2.57483 1.89342 -2.37092  0.518
25 H 1.61496 0.90676 0.98047  0.469
26 H -1.07817 -2.13993 2.27881  0.456
27 H -1.08907 2.08236 -2.93736  0.543
28 H -3.16353 -3.23994 0.54358  0.548
29 O 1.22823 0.05500 -3.28375  -0.956
30 H 2.79826 1.68474 0.45168  0.466
31 O -3.40302 -2.49646 0.00271  -0.989
32 O -1.63174 -0.80988 -3.49794  -0.972
33 H 4.21046 -1.32434 0.81172  0.471
34 Cr -2.23365 -1.45003 -1.40880  1.195
35 O -0.65573 -0.49127 -1.32820  -0.521
36 O -1.00463 -0.79388 -0.06760  -0.596
37 H 3.39633 1.58154 -1.16217  0.470
38 O -2.29168 -0.87492 1.96180  -0.923
39 H 0.86918 -0.42583 2.33735  0.476
40 O 3.33021 -1.37190 0.61069  -0.958
41 H 1.05321 2.76321 -0.17792  0.527
42 H 1.96490 1.21115 -1.22001  0.485
43 O 0.14524 2.91707 -0.02725  -0.942

---

# 4
The following is a quantum chemistry calculation of a molecular structure, CrH18O9, from the Open Molecules 2025 dataset.

## Properties
charge: +2
expectation value of S²: 6.003
HOMO energy (spin up / spin down): -14.70 / -18.23 eV
HOMO-LUMO gap (spin up / spin down): 8.4 / 11.9 eV
multiplicity: 5

Last column: natural (NBO) charge in e.
Element x y z (Å)
1 Cr 0.00563 0.04111 -0.02091  1.247
2 H -1.65575 2.02792 -0.94874  0.516
3 O -0.58523 1.10922 2.44818  -0.967
4 H -2.63674 -0.22135 0.56741  0.511
5 O 1.57332 -0.89305 -0.99721  -0.912
6 H 0.60542 -3.45101 -0.34069  0.492
7 H 0.57463 -1.02789 2.50969  0.522
8 H -2.04375 -1.28736 1.46400  0.515
9 H 1.37037 1.22458 -2.90164  0.496
10 H 2.42062 -0.46580 -0.87163  0.507
11 H 1.70819 -1.47933 -1.74173  0.528
12 H 1.65250 -1.49165 1.55312  0.507
13 H 1.43183 2.38071 0.77473  0.519
14 O -1.03232 -0.41142 -1.80063  -0.923
15 H -0.15342 1.78024 2.97686  0.494
16 O 1.44966 1.44143 0.59126  -0.910
17 H -1.36443 -1.27939 -2.02991  0.523
18 O -0.19030 -2.92033 -0.37862  -0.971
19 H 0.40674 2.29875 -2.44397  0.488
20 H -1.35431 0.85856 2.95997  0.499
21 H 2.20608 1.11591 1.07920  0.509
22 H -1.03354 2.47581 0.35669  0.521
23 O -1.08518 1.72951 -0.24047  -0.902
24 H -1.23257 0.13131 -2.56324  0.516
25 O 0.80429 -1.04891 1.58068  -0.932
26 O 0.86448 1.51406 -2.14236  -0.958
27 O -1.80208 -0.60084 0.84229  -0.931
28 H -0.90406 -3.55083 -0.28244  0.497

---

# 5
The following is a quantum chemistry calculation of a molecular structure, CsO4S, from the Open Molecules 2025 dataset.

## Properties
charge: -1
HOMO energy: -2.56 eV
HOMO-LUMO gap: 4.0 eV

Last column: Löwdin charge in e.
Element x y z (Å)
1 O -0.54316 0.21407 -1.05659  -0.579
2 Cs -2.76426 -0.90249 0.50877  1.017
3 O 1.18249 -1.10418 -0.03984  -0.440
4 O 0.05327 0.46384 1.22632  -0.531
5 S 0.53793 0.17706 -0.12107  -0.039
6 O 1.53371 1.15170 -0.51757  -0.428

---

# 6
The following is a quantum chemistry calculation of a molecular structure, Cu2IZn, from the Open Molecules 2025 dataset.

## Properties
charge: +5
expectation value of S²: 2.037
HOMO energy (spin up / spin down): -34.64 / -31.92 eV
HOMO-LUMO gap (spin up / spin down): 9.3 / 4.2 eV
multiplicity: 3

Last column: natural (NBO) charge in e.
Element x y z (Å)
1 Zn 2.77904 -1.46026 -0.49071  1.859
2 Cu -0.05471 2.82034 0.62334  1.484
3 I 0.14779 -0.20439 0.12527  0.186
4 Cu -2.87212 -1.15570 -0.25791  1.471

---

# 7
The following is a quantum chemistry calculation of a molecular structure, CuF, from the Open Molecules 2025 dataset.

## Properties
charge: +1
expectation value of S²: 0.753
HOMO energy (spin up / spin down): -18.37 / -18.31 eV
HOMO-LUMO gap (spin up / spin down): 10.7 / 7.6 eV
multiplicity: 2

Last column: natural (NBO) charge in e.
Element x y z (Å)
1 F -0.83476 0.44716 0.66961  -0.014
2 Cu 0.83476 -0.44716 -0.66961  1.014

---

# 8
The following is a quantum chemistry calculation of a molecular structure, CuH12O6, from the Open Molecules 2025 dataset.

## Properties
charge: +1
HOMO energy: -14.73 eV
HOMO-LUMO gap: 9.8 eV

Last column: natural (NBO) charge in e.
Element x y z (Å)
1 H -0.84637 -9.26995 0.31839  0.484
2 O -2.58556 -11.83344 5.42380  -0.961
3 H -3.11151 -11.49716 6.14942  0.484
4 H 3.38634 -9.83777 2.38535  0.475
5 O -0.02491 -7.79191 4.52596  -0.963
6 H -0.81059 -7.24902 4.59078  0.485
7 H 0.13709 -14.55026 1.95117  0.479
8 O -0.83728 -10.14329 0.71008  -0.961
9 Cu 0.32788 -11.09851 3.77790  0.981
10 O 0.35261 -14.38716 2.86942  -0.962
11 H -1.57083 -10.59909 0.29732  0.480
12 O 1.27136 -11.59288 7.09959  -0.958
13 H 0.60371 -7.37573 5.11575  0.481
14 O 3.24882 -10.77058 2.22047  -0.962
15 H 2.06462 -11.26394 7.52240  0.481
16 H 0.84710 -15.16047 3.14089  0.486
17 H -3.19472 -12.36620 4.91258  0.481
18 H 0.60959 -11.58419 7.79113  0.481
19 H 3.92291 -11.00339 1.58201  0.490